No. 1
{"formula": "C6H11Cl2NS", "method": "ωB97M-V with the def2-TZVPD basis set", "charge": 0, "homo_energy_ev": -8.6, "lumo_ev": 0.45, "de_lowest_kj_mol": 292.83, "species": ["C", "C", "C", "C", "C", "C", "N", "S", "Cl", "Cl", "H", "H", "H", "H", "H", "H", "H", "H", "H", "H", "H"], "xyz": [[1.22264, 0.16963, -1.46324], [1.09208, -0.30369, 0.04178], [1.17069, 1.69029, -1.56128], [-0.58468, 1.78261, 0.53096], [-1.40744, -2.31735, 0.61910], [-1.01559, -0.97991, 1.26869], [-0.35748, -0.24175, 0.25383], [-0.48523, 2.39418, -1.16074], [-2.20842, 1.89156, 1.16235], [0.57359, 2.45151, 1.61807], [2.16835, 0.03780, -1.73125], [0.43670, -0.27553, -2.10693], [1.45806, -1.30695, 0.08692], [1.70453, 0.32149, 0.66883], [1.92606, 2.07694, -0.91581], [1.42930, 1.99850, -2.61733], [-2.08590, -2.76699, 1.33428], [-1.94555, -2.16836, -0.26244], [-0.60261, -2.88731, 0.42705], [-1.97915, -0.31609, 1.57357], [-0.50993, -1.25059, 2.23360]], "forces_ev_per_angstrom": [[-3.381, 1.201, 2.230], [-1.686, 0.378, -2.520], [-1.111, -0.118, -1.273], [-0.503, -3.073, -1.192], [-2.654, 2.300, 2.389], [-1.759, 0.605, 1.122], [0.675, 3.881, 0.737], [0.559, -0.184, 0.342], [0.177, 0.471, -0.267], [0.369, -0.078, 0.360], [4.068, -1.562, -1.729], [0.784, -0.067, 0.461], [0.075, -0.893, 0.326], [0.220, 0.275, 0.591], [0.444, 0.694, 0.544], [-0.544, -0.085, 1.108], [0.002, -0.696, 0.080], [-0.837, 0.396, -1.509], [2.867, -2.128, -0.477], [2.042, -1.998, -0.695], [0.192, 0.680, -0.627]]}



No. 2
{"formula": "CH3N2PS", "method": "ωB97M-V with the def2-TZVPD basis set", "charge": 0, "homo_energy_ev": [-9.0, -8.6], "lumo_ev": [-1.71, -1.99], "de_lowest_kj_mol": 221.78, "species": ["C", "N", "N", "P", "S", "H", "H", "H"], "xyz": [[0.62233, -1.47769, 0.43963], [1.35453, -1.93400, 1.20990], [0.43371, 0.38439, -1.33236], [-0.54410, -0.85404, -0.78275], [-2.05362, 0.58551, 1.50731], [1.19398, 1.01951, -0.90537], [0.06337, 0.98330, -2.09078], [-1.07020, 1.29302, 1.95440]], "forces_ev_per_angstrom": [[0.073, -0.176, 0.246], [-0.381, 0.242, -0.475], [1.094, 2.373, -0.569], [0.258, 1.646, 1.790], [-0.603, -1.665, -1.746], [-1.626, -2.142, -0.132], [-0.134, -0.985, 0.497], [1.319, 0.709, 0.388]]}



Number 1: E -43767.439 eV. Number 2: E -24187.739 eV.